# 1
C19H28N2O3S2 | ωB97M-V/def2-TZVPD

Calculated values
2S+1   1
Structure (SMILES)   CSC1(C(=O)N2C[C@H]3CSC[C@@]3(C)C2)CN(C(=O)[C@@H]2CC3(CC3)CO2)C1
LUMO level   0.4380 eV
Total charge   0
HOMO   -8.741 eV
Relative energy (zero: lowest compared OMol25 entry of this formula, charge and spin)   26.4 kcal per mole

XYZ file:
```
54
C19H28N2O3S2, DFT ωB97M-V/def2-TZVPD
C 1.65340 3.19200 1.86424
S 0.62144 2.57309 0.51955
C 0.42533 0.84903 1.04593
C 1.77949 0.20965 1.31048
O 2.16980 0.06791 2.45914
N 2.53715 -0.14231 0.25028
C 2.25140 0.01101 -1.16499
C 3.59317 0.43640 -1.75421
C 3.84600 1.95447 -1.69336
S 4.97612 2.28653 -0.31216
C 5.78484 0.69926 -0.61571
C 4.64869 -0.29547 -0.87480
C 5.16102 -1.57258 -1.53145
C 3.90288 -0.60633 0.44540
C -0.58979 0.65983 2.20141
N -1.53003 0.12785 1.22028
C -2.77413 -0.35505 1.41009
O -3.31014 -0.35104 2.50405
C -3.48837 -0.88758 0.17028
C -4.79430 -0.10780 -0.08856
C -5.81666 -1.21812 -0.21033
C -7.27989 -0.98244 -0.36284
C -6.47750 -1.53581 -1.51735
C -5.24494 -2.31483 0.64904
O -3.84279 -2.24984 0.39217
C -0.58290 0.12077 0.11331
H 1.73243 4.26779 1.71683
H 1.18568 2.99615 2.82755
H 2.64676 2.74869 1.83280
H 1.93214 -0.94747 -1.59197
H 1.46890 0.74461 -1.34415
H 3.66193 0.11001 -2.79372
H 4.32293 2.29051 -2.61451
H 2.93089 2.52675 -1.54848
H 6.43726 0.78042 -1.48860
H 6.39101 0.41649 0.24446
H 5.85215 -2.09836 -0.86981
H 4.33631 -2.25253 -1.75617
H 5.68301 -1.35108 -2.46410
H 4.32757 -0.08573 1.30288
H 3.91795 -1.67783 0.66763
H -0.27410 -0.07614 2.94003
H -0.92132 1.57168 2.69570
H -2.82536 -0.86730 -0.69774
H -5.02259 0.52397 0.77109
H -4.73307 0.51400 -0.98101
H -7.95756 -1.65338 0.14897
H -7.62581 0.04058 -0.42856
H -6.28530 -0.87903 -2.35588
H -6.61678 -2.57668 -1.77843
H -5.43919 -2.12755 1.71019
H -5.59089 -3.31276 0.38063
H -0.89505 0.68508 -0.76865
H -0.25920 -0.87946 -0.18691
```

---

# 2
C4H13NS | ωB97M-V/def2-TZVPD

Calculated values
2S+1   2
LUMO level (alpha / beta)   -2.9619 / -8.2685 eV
Total charge   +1
HOMO (alpha / beta)   -14.833 / -13.260 eV
Relative energy (zero: lowest compared OMol25 entry of this formula, charge and spin)   28.3 kcal per mole

XYZ file:
```
19
C4H13NS, DFT ωB97M-V/def2-TZVPD
C 2.33314 -1.08957 -0.65379
C 2.82231 -0.17351 0.43704
S 1.74598 -0.19583 1.88290
H 2.72540 -2.11832 -0.55773
H 1.25732 -1.17824 -0.69980
H 2.83886 -0.84764 -1.59428
H 3.84631 -0.35920 0.77124
H 2.85108 0.85118 0.03560
C -2.51775 0.80395 -1.26334
C -2.47580 -0.08364 -0.03754
N -1.42254 0.35707 0.89456
H -3.31478 0.57697 -1.96409
H -1.55687 0.72633 -1.77288
H -2.74022 1.81844 -0.94144
H -2.07897 -1.04336 -0.36869
H -3.46508 -0.10943 0.40724
H 2.04311 0.97100 2.54991
H -1.48017 1.33359 1.16515
H -1.41134 -0.23979 1.70993
```

---

# 3
C35H39GeIrN5 | ωB97M-V/def2-TZVPD

Calculated values
2S+1   2
LUMO level (alpha / beta)   -6.7715 / -6.8470 eV
Total charge   +2
HOMO (alpha / beta)   -13.168 / -13.171 eV
Relative energy (zero: lowest compared OMol25 entry of this formula, charge and spin)   17.8 kcal per mole

XYZ file:
```
81
C35H39GeIrN5, DFT ωB97M-V/def2-TZVPD
Ir 0.82526 1.25716 0.01637
N 3.26984 3.51108 -0.34702
C 3.66797 2.23456 -0.67029
C 5.03955 1.94158 -0.66943
C 5.45486 0.68690 -1.03274
C 4.50193 -0.26372 -1.42805
C 3.18635 0.10042 -1.41856
N 2.75923 1.32566 -1.01175
C 2.01769 4.10716 -0.35528
C 1.97063 5.49113 -0.54536
C 0.75760 6.13092 -0.60563
C -0.40867 5.38635 -0.42643
C -0.29043 4.04833 -0.17900
N 0.89918 3.39768 -0.15099
H 4.03000 4.16848 -0.26870
H 5.75156 2.70691 -0.39003
H 6.50846 0.44227 -1.03226
H 4.78965 -1.25641 -1.74131
H 2.41042 -0.57237 -1.75896
H 2.89216 6.04355 -0.67055
H 0.71010 7.19482 -0.79334
H -1.38381 5.84708 -0.47821
H -1.16490 3.44486 0.01164
C -0.80152 0.82298 -0.74387
Ge -1.58599 -0.85810 -1.39250
C -0.96442 -2.29142 -0.21065
C -1.79031 -3.03728 0.62897
C -1.25368 -4.00774 1.46795
C 0.11646 -4.22523 1.49666
C 0.95005 -3.48202 0.67085
C 0.41111 -2.51953 -0.17025
C -3.52182 -0.59469 -1.53682
C -4.42865 -1.58437 -1.16123
C -5.77773 -1.27566 -1.04109
C -6.23220 -0.00248 -1.35283
C -5.34295 0.96721 -1.79253
C -3.99063 0.66945 -1.89683
C -0.98609 -1.24985 -3.22028
C -0.98881 -0.23830 -4.18084
C -0.46051 -0.47961 -5.44139
C 0.03474 -1.73839 -5.75580
C 0.03425 -2.74712 -4.80373
C -0.49132 -2.51211 -3.53794
H -1.52802 1.64045 -0.63364
H -2.85872 -2.87124 0.63636
H -1.90934 -4.59732 2.09579
H 0.52913 -4.97816 2.15665
H 2.01842 -3.66492 0.67264
H 1.06331 -1.96137 -0.83332
H -4.10206 -2.59902 -0.97571
H -6.47420 -2.03753 -0.71645
H -7.28650 0.22875 -1.28071
H -5.69824 1.95338 -2.06172
H -3.30612 1.43065 -2.25863
H -1.39724 0.73988 -3.95032
H -0.44477 0.31343 -6.17774
H 0.39985 -1.93964 -6.75421
H 0.44103 -3.72078 -5.04455
H -0.50294 -3.31136 -2.80617
C 0.13243 -1.04257 5.61851
C -0.08120 -1.69348 4.25589
N 0.19203 -0.77687 3.13347
C -0.92441 0.07386 2.71545
C -0.77229 1.52918 3.15165
C 1.37743 -0.73265 2.55994
C 2.48361 -1.56925 3.13743
N 1.66849 0.00303 1.48031
H 0.05854 -1.79611 6.40108
H -0.61916 -0.27843 5.81586
H 1.11529 -0.57424 5.68129
H -1.11398 -2.02297 4.16107
H 0.54551 -2.57491 4.15667
H -1.83205 -0.34216 3.14626
H -1.01512 0.01783 1.63403
H -0.63516 1.60023 4.22977
H -1.67347 2.08061 2.88181
H 0.08307 2.00103 2.66663
H 2.38053 -2.60243 2.80451
H 2.48541 -1.55248 4.22341
H 3.44813 -1.19987 2.79381
H 2.62812 -0.16269 1.20300
```

---

# 4
C5H15N3 | ωB97M-V/def2-TZVPD

Calculated values
2S+1   1
Structure (SMILES)   CN[C@H](CN)CCN
LUMO level   0.9427 eV
Total charge   0
HOMO   -8.470 eV
Relative energy (zero: lowest compared OMol25 entry of this formula, charge and spin)   24.3 kcal per mole

XYZ file:
```
23
C5H15N3, DFT ωB97M-V/def2-TZVPD
C 1.22344 -1.45790 -1.90137
N 1.41435 -0.36668 -0.96939
C 0.27097 0.07252 -0.21582
C -0.14431 -0.89846 0.89311
C -1.66156 -1.17079 0.96146
N -2.41102 -0.16131 1.73880
C 0.59034 1.43504 0.36563
N 0.95576 2.39281 -0.65867
H 1.27786 -2.41824 -1.38938
H 2.04142 -1.43941 -2.60709
H 0.26246 -1.45337 -2.44109
H 1.87511 0.42497 -1.39216
H -0.60143 0.22394 -0.86141
H 0.35445 -1.86648 0.77893
H 0.17343 -0.53767 1.87522
H -2.01198 -1.22996 -0.06790
H -1.79883 -2.14444 1.43375
H -1.79593 0.63462 1.88414
H -3.14390 0.23654 1.15165
H 1.35834 1.32116 1.13620
H -0.25208 1.76499 0.99127
H 1.48860 3.16994 -0.29172
H 0.13153 2.78990 -1.09235
```

---

# 5
C21H22F6MnN4O2S | ωB97M-V/def2-TZVPD

Calculated values
2S+1   2
LUMO level (alpha / beta)   -0.2634 / -0.2525 eV
Total charge   0
HOMO (alpha / beta)   -7.588 / -7.288 eV

XYZ file:
```
57
C21H22F6MnN4O2S, DFT ωB97M-V/def2-TZVPD
Mn 0.88601 0.22743 -0.63739
N 3.93608 -0.08503 2.41351
C 2.85935 -0.01226 1.57745
S 3.15785 0.16752 -0.09949
N 1.69875 -0.10893 2.21072
N 0.64894 -0.08522 1.32357
C -0.56948 -0.04291 1.78335
C -0.96644 0.01555 3.21220
C -1.78351 1.05227 3.65036
C -2.17497 1.12496 4.97985
C -1.75454 0.15402 5.87651
C -0.93769 -0.88190 5.44274
C -0.53754 -0.94887 4.11827
C -1.61469 -0.06449 0.71092
C -2.96755 -0.25524 0.95710
C -3.83127 -0.31523 -0.12866
C -3.32219 -0.19087 -1.41171
C -1.95870 -0.00521 -1.57854
N -1.12592 0.05663 -0.54294
H 4.82314 0.22913 2.06244
H 3.75034 0.04223 3.39442
H -2.10527 1.81479 2.95212
H -2.80326 1.93977 5.31295
H -2.05679 0.20495 6.91412
H -0.60193 -1.63734 6.14131
H 0.11768 -1.74179 3.78567
H -3.32767 -0.36195 1.96816
H -4.89092 -0.45743 0.03594
H -3.96553 -0.22319 -2.27918
H -1.50393 0.13615 -2.54921
C 1.65924 2.76609 -3.93016
C 0.82832 2.42140 -2.69099
O 0.91487 1.09765 -2.38630
C 1.31846 3.25930 -1.48321
F 0.82256 2.75793 -0.31486
F 0.95414 4.55527 -1.53656
F 2.64938 3.23169 -1.37406
C -0.64665 2.80423 -2.99626
F -1.15158 1.95906 -3.92352
F -1.44032 2.71394 -1.90564
F -0.79872 4.04862 -3.49175
H 2.70903 2.58785 -3.70776
H 1.53043 3.79506 -4.26490
H 1.35504 2.08713 -4.72462
C 1.18258 -4.02380 -1.36856
C 0.51048 -3.52357 -2.65014
C 0.93303 -2.06715 -2.66391
O 0.86730 -1.68750 -1.28376
C 1.07831 -2.82322 -0.42797
H 2.22898 -4.25967 -1.56708
H 0.71068 -4.91110 -0.95114
H -0.57618 -3.59869 -2.57276
H 0.83241 -4.06314 -3.53886
H 0.28788 -1.39317 -3.22394
H 1.95954 -1.94428 -3.02549
H 0.22143 -2.88724 0.24741
H 1.98106 -2.65025 0.16028
```